Formula: C25H54GaN2O37S9
Source: the Open Molecules 2025 dataset
Level of theory: ωB97M-V with the def2-TZVPD basis set

As for the HOMO energy: -4.32 eV. The calculation puts the LUMO energy at 0.9638 eV. The net charge is -1. The total energy is -9386.3914 Eh.

```
128
Properties=species:S:1:pos:R:3:forces:R:3:lowdin_charge:R:1
C 0.833 0.312 -1.451 0.28 -1.61 0.32 -0.122
N 0.474 1.402 -2.430 0.63 1.02 2.08 -0.193
C 1.727 1.716 -3.218 0.81 0.32 -0.39 -0.118
C -0.131 2.623 -1.784 -0.17 3.55 2.55 -0.352
O 0.025 3.033 -0.524 -0.33 -3.36 -6.54 -0.114
C -1.042 3.603 -2.788 2.63 -1.29 -0.47 -0.247
Ga -2.686 4.362 -1.789 -0.53 0.63 0.35 0.307
C -4.385 3.187 -1.878 -0.83 -0.72 -0.55 -0.363
C -4.315 1.940 -2.940 -1.73 -0.32 0.48 -0.277
C -4.723 0.566 -2.099 -0.45 0.69 -0.14 -0.305
N -4.786 -0.676 -2.987 1.57 0.00 1.26 -0.055
H 2.007 0.158 -1.411 -2.32 0.37 0.10 0.083
H 0.400 -0.721 -1.856 0.78 2.59 0.93 0.074
H 0.458 0.468 -0.355 0.55 0.13 -2.19 0.096
H 1.619 2.643 -3.952 -0.11 -2.17 1.49 0.110
H 2.606 1.984 -2.476 -1.57 -0.48 -1.37 0.092
H 2.049 0.722 -3.794 -0.83 2.26 1.06 0.097
H -0.329 4.521 -3.052 -1.47 -1.82 0.65 0.059
H -1.295 3.067 -3.818 0.75 0.89 2.16 0.049
H -2.389 4.663 -0.219 0.10 -0.15 -0.14 -0.092
H -3.021 5.815 -2.438 -0.02 -0.47 -0.13 -0.085
H -4.560 2.747 -0.809 0.02 0.83 -1.89 0.028
H -5.281 3.905 -2.193 1.74 -1.65 0.89 0.048
H -5.186 2.100 -3.736 1.93 -0.53 1.48 0.104
H -3.312 1.847 -3.536 -1.73 -0.02 1.34 0.082
H -5.836 0.711 -1.691 2.50 -0.12 -0.72 0.121
H -4.000 0.426 -1.163 -1.33 0.43 -1.84 0.098
H -3.828 -0.797 -3.424 -1.43 0.25 0.57 0.051
H -4.876 -1.505 -2.342 0.07 1.05 -0.97 0.037
C -4.062 -5.078 -3.143 -0.18 -0.52 -0.57 -0.177
C -2.726 -5.779 -3.375 -0.13 -0.12 0.76 -0.165
O -1.977 -4.889 -4.200 -0.54 0.86 -0.17 -0.190
S -2.392 -3.354 -3.838 0.21 0.98 0.24 0.682
O -1.410 -2.826 -2.917 -4.46 1.48 -2.45 -0.275
O -2.767 -2.681 -5.060 0.73 -0.86 1.32 -0.231
O -3.746 -3.695 -2.996 1.15 0.08 -0.14 -0.208
H -4.720 -5.188 -4.010 0.39 0.11 0.38 0.092
H -4.572 -5.449 -2.250 0.10 0.27 -0.09 0.142
H -2.844 -6.749 -3.863 0.10 0.27 -0.15 0.133
H -2.179 -5.908 -2.435 -0.05 -0.05 -0.05 0.129
C 0.334 9.721 -0.968 0.05 0.18 0.54 -0.188
C -0.235 8.552 -0.168 0.53 -0.38 -0.26 -0.176
O -1.635 8.561 -0.438 -0.11 0.96 -0.74 -0.193
S -1.879 9.109 -1.955 -0.66 -1.16 -0.58 0.656
O -2.037 7.967 -2.827 0.22 2.34 1.02 -0.276
O -2.829 10.196 -1.901 0.97 -1.24 -0.06 -0.253
O -0.391 9.731 -2.196 -0.45 -0.44 0.21 -0.206
H 0.153 10.672 -0.457 0.05 -0.06 0.02 0.125
H 1.405 9.609 -1.158 -0.25 -0.03 -0.19 0.131
H -0.048 8.650 0.904 -0.30 0.02 -0.16 0.134
H 0.170 7.598 -0.522 0.01 0.08 0.08 0.138
C 2.686 -4.520 -0.088 0.13 0.27 0.55 -0.171
C 1.411 -4.057 0.611 0.23 -0.61 0.15 -0.180
O 0.882 -3.026 -0.220 0.60 0.20 -1.32 -0.186
S 1.255 -3.354 -1.773 -0.68 -0.43 -0.25 0.694
O 0.115 -3.999 -2.385 4.72 -0.85 1.64 -0.266
O 1.903 -2.195 -2.342 -0.66 -1.82 0.32 -0.263
O 2.387 -4.491 -1.483 -0.53 0.35 -0.07 -0.199
H 3.512 -3.825 0.098 -0.05 -0.05 0.06 0.130
H 2.982 -5.527 0.217 -0.13 0.12 -0.26 0.135
H 1.602 -3.680 1.619 -0.15 0.10 -0.98 0.081
H 0.672 -4.864 0.659 0.11 0.01 0.08 0.140
C 1.276 -1.445 5.695 0.44 0.32 0.55 -0.157
C 2.712 -1.739 5.268 -0.08 0.65 -0.21 -0.187
O 2.797 -3.161 5.199 -1.07 -0.80 -0.02 -0.195
S 1.347 -3.757 4.749 -0.46 0.17 0.69 0.703
O 1.381 -3.999 3.324 -0.20 -0.18 2.43 -0.259
O 0.947 -4.760 5.709 0.69 1.02 -1.58 -0.224
O 0.472 -2.407 5.014 0.78 -1.01 -0.63 -0.189
H 1.147 -1.593 6.772 0.05 0.06 -0.08 0.137
H 0.966 -0.431 5.427 -0.08 -0.31 -0.12 0.145
H 3.446 -1.343 5.974 -0.38 -0.63 -0.31 0.089
H 2.916 -1.340 4.269 -0.03 0.09 0.10 0.139
C 7.590 0.222 6.552 0.62 -0.02 0.50 -0.168
C 6.964 -0.535 7.721 0.26 -0.60 -0.48 -0.170
O 5.895 0.294 8.173 -0.31 1.00 -0.75 -0.183
S 5.277 1.103 6.899 0.17 -0.08 0.04 0.719
O 4.109 0.388 6.434 1.50 1.71 0.66 -0.237
O 5.263 2.512 7.216 -0.08 -1.95 -0.31 -0.236
O 6.497 0.818 5.855 -1.12 -0.06 0.64 -0.180
H 8.245 1.024 6.908 -0.03 -0.11 -0.02 0.135
H 8.152 -0.438 5.887 -0.30 0.17 -0.04 0.140
H 7.678 -0.718 8.528 -0.27 0.22 -0.01 0.139
H 6.537 -1.487 7.390 0.12 0.04 0.02 0.134
C 4.996 0.217 -3.832 -0.22 -0.48 -0.56 -0.183
C 6.392 -0.193 -4.294 -0.16 -0.43 0.57 -0.177
O 7.016 1.018 -4.716 -0.53 0.84 0.19 -0.200
S 6.449 2.250 -3.808 -0.15 0.37 0.12 0.677
O 7.397 2.499 -2.745 -1.22 -0.03 -1.35 -0.245
O 5.968 3.285 -4.693 0.95 -1.21 1.20 -0.233
O 5.166 1.471 -3.173 1.22 0.41 -0.20 -0.206
H 4.327 0.368 -4.685 0.06 -0.08 0.08 0.129
H 4.556 -0.515 -3.150 0.04 0.30 0.03 0.135
H 6.364 -0.917 -5.112 0.07 0.33 -0.01 0.136
H 6.977 -0.603 -3.465 -0.09 -0.04 -0.06 0.130
C -7.327 -6.915 -7.432 0.35 0.44 -0.52 -0.171
C -5.990 -7.649 -7.489 -0.42 -0.42 -0.48 -0.174
O -5.405 -7.461 -6.202 -0.68 0.52 0.77 -0.196
S -6.594 -7.376 -5.088 -0.22 -0.30 0.22 0.694
O -6.740 -8.682 -4.485 0.14 1.89 -0.51 -0.231
O -6.412 -6.168 -4.317 -0.51 -1.96 -0.87 -0.240
O -7.836 -7.151 -6.120 0.82 -0.50 0.65 -0.188
H -7.189 -5.835 -7.555 0.01 -0.11 -0.04 0.137
H -8.030 -7.279 -8.185 0.01 -0.03 0.34 0.137
H -5.334 -7.259 -8.271 0.02 0.05 0.35 0.139
H -6.136 -8.723 -7.640 -0.02 0.10 -0.06 0.132
C 2.935 4.494 6.862 0.54 0.33 -0.51 -0.175
C 3.229 5.730 7.708 0.43 -0.53 0.21 -0.174
O 1.968 6.372 7.882 -0.79 -0.55 -0.34 -0.198
S 0.797 5.238 7.920 -0.51 -0.04 -0.06 0.679
O 0.489 4.953 9.304 0.14 0.30 -1.79 -0.245
O -0.211 5.589 6.946 1.20 -0.35 1.58 -0.228
O 1.681 4.002 7.330 -0.51 0.77 0.79 -0.192
H 2.823 4.758 5.805 0.02 0.04 0.08 0.140
H 3.708 3.729 6.966 -0.53 0.25 0.08 0.085
H 3.942 6.404 7.227 -0.34 0.04 0.03 0.136
H 3.605 5.450 8.697 0.05 -0.02 -0.11 0.132
C -3.383 -2.079 0.693 -0.28 0.80 -0.41 -0.174
C -2.678 -1.026 1.544 0.53 -0.02 -0.75 -0.162
O -3.082 -1.298 2.884 -0.67 -1.21 0.31 -0.190
S -3.318 -2.903 3.051 0.07 0.20 -0.03 0.677
O -2.123 -3.478 3.627 -1.64 0.38 -0.52 -0.247
O -4.637 -3.116 3.599 1.76 0.13 -0.35 -0.240
O -3.349 -3.278 1.464 0.37 0.01 1.23 -0.198
H -4.432 -1.812 0.524 0.11 0.05 -0.02 0.132
H -2.888 -2.230 -0.270 0.00 -0.16 0.22 0.130
H -2.952 -0.008 1.258 -0.07 -0.16 0.25 0.139
H -1.590 -1.139 1.489 -0.09 0.03 -0.11 0.130
```
Forces are in eV/Å.